a.
{
  "formula": "H5N2P",
  "method": "ωB97M-V/def2-TZVPD",
  "elements": ["N", "N", "P", "H", "H", "H", "H", "H"],
  "positions_angstrom": [[-1.57850, 0.08876, 0.33265], [-0.38760, -0.23570, -0.44577], [1.38288, 0.43835, 0.11052], [-2.09452, 0.84352, -0.11881], [-1.21810, 0.49231, 1.13490], [-0.11709, -1.30359, -0.31230], [1.97026, 0.33659, -1.13302], [2.04267, -0.66025, 0.43184]],
  "orbital_gap_ha": 0.378,
  "smiles": "NNP",
  "charge": 0,
  "e_lumo_ev": 0.9,
  "multiplicity": 1
}



b.
{
  "formula": "H5N2P",
  "method": "ωB97M-V/def2-TZVPD",
  "elements": ["N", "N", "P", "H", "H", "H", "H", "H"],
  "positions_angstrom": [[0.97362, 0.03771, -0.31072], [-0.16168, -0.66059, -0.01665], [-1.33507, 0.08696, 0.85332], [1.79314, -0.48289, -0.62046], [0.87990, 0.69662, -1.59231], [-0.41215, -1.68630, -0.24852], [-1.18206, 1.26789, -0.00626], [-0.55570, 0.74060, 1.94160]],
  "orbital_gap_ha": 0.352,
  "charge": 0,
  "e_lumo_ev": 0.9,
  "multiplicity": 1
}



Short version: b is the least stable of them.



a.
{
  "formula": "C5H7N2O",
  "method": "ωB97M-V/def2-TZVPD",
  "elements": ["C", "C", "C", "C", "C", "N", "N", "O", "H", "H", "H", "H", "H", "H", "H"],
  "positions_angstrom": [[-0.93820, -0.94151, 0.29331], [-2.57644, 0.26083, -0.02894], [-2.38886, -1.29426, -0.20978], [0.43924, 0.53171, 0.56439], [1.43280, 1.34716, -0.22728], [-1.05795, 0.39796, 0.03639], [0.33477, -1.02080, 0.54105], [-3.40271, 1.06548, 0.06635], [-2.27040, -1.47898, -1.24702], [-3.01830, -2.05956, 0.26166], [0.26214, 0.78059, 1.55403], [1.85868, 2.24531, 0.31683], [0.94206, 1.69073, -1.13905], [2.36120, 0.73609, -0.43908], [0.96666, -1.76089, 0.78050]],
  "orbital_gap_ha": 0.416,
  "charge": 1,
  "e_lumo_ev": -4.1,
  "multiplicity": 1
}



b.
{
  "formula": "C5H7N2O",
  "method": "ωB97M-V/def2-TZVPD",
  "elements": ["C", "C", "C", "C", "C", "N", "N", "O", "H", "H", "H", "H", "H", "H", "H"],
  "positions_angstrom": [[-0.32899, 0.42081, 1.80066], [0.45965, -0.80636, 1.78906], [-0.79377, 1.32374, 0.89593], [0.72021, -1.73778, 0.86882], [-0.09684, 0.51841, -1.17212], [-0.26743, 0.67860, -2.52321], [1.06777, -2.58966, 0.15079], [-0.86014, 1.40954, -0.49736], [-0.27084, 0.93971, 2.76129], [0.65072, -1.27633, 2.90014], [-1.21620, 2.21940, 1.27577], [0.38668, -0.39564, -0.74235], [0.06619, -0.06312, -3.18985], [-0.55548, 1.54312, -2.87115], [0.53343, -3.17761, -0.50078]],
  "orbital_gap_ha": [0.256, 0.256],
  "smiles": "N=C=C/C=C\\OC=[NH2+]",
  "charge": 1,
  "e_lumo_ev": [-5.2, -5.2],
  "multiplicity": 1
}



Short version: b is the least stable of them.



a.
{
  "formula": "C3H13N4",
  "method": "ωB97M-V/def2-TZVPD",
  "elements": ["C", "C", "C", "N", "N", "N", "N", "H", "H", "H", "H", "H", "H", "H", "H", "H", "H", "H", "H", "H"],
  "positions_angstrom": [[2.43275, -1.62995, -0.28469], [1.62599, 1.51274, 0.29962], [0.38217, -0.51327, 0.00641], [-0.71003, -1.20155, -0.23826], [-3.06437, -0.39607, -0.78191], [0.44891, 0.72452, 0.42546], [-0.68822, 1.37090, 0.88630], [2.96865, -0.73090, -0.32286], [2.12418, -1.98255, -1.25045], [2.36430, -2.18347, 0.63030], [2.49077, 1.33042, 1.10207], [1.96574, 1.59282, -0.68375], [1.38160, 2.56353, 0.63669], [-0.66484, -2.16789, -0.10859], [-1.63929, -0.74873, -0.35803], [-3.71110, -1.03639, -0.22292], [-2.90736, -0.58839, -1.72206], [-1.10519, 1.07494, 1.75839], [-0.33860, 2.34551, 0.87539], [-3.35605, 0.66378, -0.64712]],
  "orbital_gap_ha": 0.331,
  "charge": 1,
  "e_lumo_ev": -3.7,
  "multiplicity": 1
}



b.
{
  "formula": "C3H13N4",
  "method": "ωB97M-V/def2-TZVPD",
  "elements": ["C", "C", "C", "N", "N", "N", "N", "H", "H", "H", "H", "H", "H", "H", "H", "H", "H", "H", "H", "H"],
  "positions_angstrom": [[1.99534, -1.03011, -1.29116], [-1.94214, 2.31886, 0.80291], [1.32923, -0.39390, -0.12233], [1.48024, -2.31921, -1.56409], [-2.17877, 0.84257, 0.92857], [-0.00582, -0.58493, 0.07837], [2.02268, 0.41812, 0.55446], [3.18150, -1.01868, -1.19412], [1.55834, -0.38153, -2.05026], [-1.05163, 2.51975, 1.43426], [-2.75218, 2.96233, 1.17134], [1.87309, -3.08387, -0.93438], [-0.39701, -1.32484, -0.55967], [-2.61869, 0.66710, 1.79341], [1.80513, 0.90797, 1.41808], [-2.85179, 0.72580, 0.19193], [-0.67909, 0.14773, 0.60781], [-1.75979, 2.47055, -0.23338], [2.98834, 0.47424, 0.13349], [1.80736, -2.67536, -2.48193]],
  "orbital_gap_ha": 0.409,
  "charge": 1,
  "e_lumo_ev": -2.8,
  "multiplicity": 1
}



c.
{
  "formula": "C3H13N4",
  "method": "ωB97M-V/def2-TZVPD",
  "elements": ["N", "C", "N", "N", "H", "H", "H", "H", "H", "C", "N", "C", "H", "H", "H", "H", "H", "H", "H", "H"],
  "positions_angstrom": [[-0.13413, -2.25497, -1.62143], [-0.22129, -2.08546, -0.26266], [0.63063, -2.83038, 0.45656], [-1.04228, -1.27171, 0.35301], [-0.75809, -1.71661, -2.19587], [0.74342, -2.49429, -2.05040], [1.43797, -3.26689, 0.04682], [0.61161, -2.71858, 1.45579], [-1.89152, -1.15949, -0.19793], [-1.11927, 2.23958, 0.32340], [0.00262, 1.28801, 0.04953], [1.28347, 1.73848, 0.65724], [-1.99710, 1.93587, -0.23593], [-1.33801, 2.25652, 1.38383], [-0.80941, 3.23321, 0.00927], [0.08846, 1.23234, -0.96176], [-0.28311, 0.33335, 0.40262], [1.67936, 2.58145, 0.09884], [2.00713, 0.93002, 0.60371], [1.10955, 2.02955, 1.68535]],
  "orbital_gap_ha": 0.358,
  "charge": 1,
  "e_lumo_ev": -3.1,
  "multiplicity": 1
}



Short version: a is the least stable of them.



a.
{
  "formula": "H4S2Si",
  "method": "ωB97M-V/def2-TZVPD",
  "elements": ["Si", "S", "S", "H", "H", "H", "H"],
  "positions_angstrom": [[-2.11156, 0.41216, 0.01768], [3.37994, -0.19037, -0.39718], [-0.96917, -1.17092, -0.31361], [-2.27543, 1.83248, -0.25859], [-3.04953, 0.12839, 1.09999], [2.81522, -0.40464, 0.81649], [2.21052, -0.60711, -0.96477]],
  "orbital_gap_ha": 0.308,
  "smiles": "[SiH2]=S.S",
  "charge": 0,
  "e_lumo_ev": -1.0,
  "multiplicity": 1
}



b.
{
  "formula": "H4S2Si",
  "method": "ωB97M-V/def2-TZVPD",
  "elements": ["Si", "S", "S", "H", "H", "H", "H"],
  "positions_angstrom": [[-0.28595, 0.21934, -0.27654], [1.35612, 1.67190, -0.04832], [-2.42292, 0.84684, -0.02312], [-0.31571, -0.59254, -1.44970], [-0.77890, -1.56605, 1.85551], [2.16818, 1.00018, 0.76173], [-2.71045, -0.38846, 0.37161]],
  "orbital_gap_ha": [0.261, 0.316],
  "charge": 0,
  "e_lumo_ev": [-1.0, -1.1],
  "multiplicity": 1
}



Short version: b is the least stable of them.



a.
{
  "formula": "C2H8NO2P",
  "method": "ωB97M-V/def2-TZVPD",
  "elements": ["C", "C", "N", "O", "O", "P", "H", "H", "H", "H", "H", "H", "H", "H"],
  "positions_angstrom": [[2.13566, 0.24861, -1.30940], [1.81214, -0.07592, 0.15431], [0.79324, 0.26429, 0.72879], [-3.06539, -0.85037, 1.46218], [-1.88174, 0.97658, 0.02083], [-2.66269, -0.41246, -0.08240], [1.28510, 0.82108, -1.79268], [2.38382, -0.71821, -1.93388], [3.13410, 0.63608, -1.43981], [2.68467, -0.67520, 0.60046], [0.64178, -0.13047, 1.65230], [-0.99194, 0.99786, -0.00763], [-2.34706, -1.37124, 2.03493], [-3.92167, 0.28936, -0.08800]],
  "orbital_gap_ha": 0.339,
  "smiles": "[H]/N=C/C.OPO",
  "charge": 0,
  "e_lumo_ev": 0.6,
  "multiplicity": 1
}



b.
{
  "formula": "C2H8NO2P",
  "method": "ωB97M-V/def2-TZVPD",
  "elements": ["C", "C", "N", "O", "O", "P", "H", "H", "H", "H", "H", "H", "H", "H"],
  "positions_angstrom": [[1.16939, 0.70241, 1.38765], [1.27622, -0.01942, 0.07197], [-1.49639, -1.26517, -1.07882], [-1.85894, 1.22103, -1.71490], [0.29177, 0.54662, -0.73854], [-1.27265, 0.31039, -0.74316], [1.73029, 1.66994, 1.14984], [-0.00076, 0.83775, 1.55432], [1.49365, 0.02490, 2.21535], [1.18029, -1.14100, 0.26833], [2.29401, 0.10931, -0.28824], [-0.95655, -1.97870, -0.71854], [-1.96784, -1.39902, -1.90954], [-1.88249, 0.38095, 0.54428]],
  "orbital_gap_ha": 0.418,
  "smiles": "CCO[P@H](N)=O",
  "charge": 0,
  "e_lumo_ev": 0.8,
  "multiplicity": 1
}



Short version: a is the least stable of them.